Entry 1:
Molecular formula: C3H8NO2S2
Method: DFT, wB97M-V/def2-TZVPD

## Properties
- SMILES: [NH3+][C@@H](CSS)C(=O)O
- Charge: +1
- Highest occupied orbital energy: -12.22 eV

Cartesian coordinates (Å):
N 0.382 1.145 1.338
C 0.693 0.174 0.231
C 1.076 1.077 -1.034
O 0.976 0.464 -2.186
O 1.432 2.214 -0.904
C -0.523 -0.633 -0.269
S -0.796 -1.880 1.123
S -2.590 -2.867 1.058
H 0.672 2.100 1.159
H 0.875 0.885 2.199
H -0.696 1.104 1.571
H 1.606 -0.435 0.563
H 1.516 1.002 -2.969
H -1.360 0.065 -0.329
H -0.415 -1.111 -1.269
H -2.847 -3.305 -0.281

***

Entry 2:
Molecular formula: C38H84CdN4O12
Method: DFT, wB97M-V/def2-TZVPD

## Properties
- Charge: +2
- Highest occupied orbital energy: -11.67 eV

Cartesian coordinates (Å):
Cd -0.463 0.053 0.210
C -5.058 -4.032 -0.547
O -5.351 -2.771 0.048
C -4.855 -1.634 -0.680
C -5.169 -0.258 -0.005
N -4.892 -0.406 1.473
H -5.686 -0.614 2.062
H -4.342 -1.176 1.826
C -4.281 0.819 2.202
C -3.861 0.283 3.596
O -4.847 -0.533 4.148
C -4.984 -0.498 5.625
H -5.467 -4.277 -1.527
H -5.321 -4.900 0.057
H -3.982 -4.062 -0.713
H -5.220 -1.710 -1.704
H -3.769 -1.699 -0.752
H -6.214 0.051 -0.015
H -4.633 0.624 -0.357
H -5.127 1.499 2.303
H -3.478 1.322 1.664
H -3.731 1.136 4.262
H -2.881 -0.195 3.607
H -4.115 -0.429 6.279
H -5.543 -1.349 6.014
H -5.581 0.360 5.936
C 4.022 -3.127 -5.683
O 3.697 -1.689 -5.476
C 2.360 -1.370 -5.012
C 1.695 -2.165 -3.930
N 2.772 -2.216 -2.759
H 3.602 -2.735 -3.008
H 2.965 -1.229 -2.663
C 2.296 -2.770 -1.285
C 2.180 -4.384 -1.121
O 1.937 -5.197 -2.300
C 0.636 -5.026 -2.863
H 4.939 -3.289 -6.249
H 3.159 -3.468 -6.255
H 4.004 -3.741 -4.782
H 1.785 -1.567 -5.916
H 2.284 -0.292 -4.871
H 1.533 -3.196 -4.246
H 0.757 -1.736 -3.579
H 1.329 -2.273 -1.200
H 3.088 -2.280 -0.720
H 1.410 -4.585 -0.376
H 3.102 -4.752 -0.670
H 0.022 -5.772 -2.359
H 0.599 -5.164 -3.943
H 0.087 -4.117 -2.617
C 7.567 -3.440 3.302
C 6.177 -3.474 2.635
C 5.125 -2.696 3.478
N 3.754 -2.400 2.750
C 2.789 -1.797 3.855
C 3.277 -0.436 4.350
C 3.479 0.617 3.196
C 4.232 -0.011 1.997
C 3.846 -1.381 1.587
C 3.163 -3.720 2.286
H 8.210 -2.568 3.177
H 8.244 -4.237 2.993
H 7.468 -3.510 4.385
H 5.819 -4.484 2.436
H 6.246 -3.091 1.617
H 5.471 -1.708 3.782
H 4.949 -3.191 4.432
H 2.736 -2.501 4.686
H 1.728 -1.698 3.627
H 4.196 -0.538 4.927
H 2.476 -0.051 4.981
H 3.714 1.642 3.481
H 2.466 0.798 2.837
H 5.312 0.039 2.140
H 4.022 0.716 1.213
H 4.445 -1.968 0.891
H 2.855 -1.364 1.134
H 2.094 -3.508 2.324
H 3.488 -4.482 2.994
H 3.540 -3.901 1.279
C -1.117 3.722 -5.421
C -2.097 4.188 -4.334
C -1.378 4.156 -2.925
N -2.205 4.802 -1.783
C -1.453 4.470 -0.418
C -2.190 5.045 0.823
C -3.586 4.444 0.894
C -4.358 4.688 -0.374
C -3.660 4.333 -1.711
C -2.118 6.368 -1.954
H -1.351 4.181 -6.382
H -1.207 2.641 -5.527
H -0.067 3.863 -5.166
H -2.998 3.576 -4.380
H -2.265 5.248 -4.520
H -0.560 4.850 -3.118
H -0.933 3.218 -2.594
H -1.408 3.381 -0.416
H -0.444 4.861 -0.552
H -1.587 4.692 1.660
H -2.204 6.122 0.984
H -3.575 3.392 1.178
H -4.021 4.917 1.775
H -5.343 4.221 -0.358
H -4.579 5.737 -0.570
H -3.568 3.265 -1.908
H -4.175 4.790 -2.555
H -2.812 6.621 -2.755
H -1.149 6.862 -2.033
H -2.679 6.745 -1.099
C -0.862 -2.847 2.903
C -0.766 -1.856 1.746
O 0.262 -1.678 1.090
O -1.703 -1.162 1.374
H -0.535 -3.863 2.684
H -1.878 -2.822 3.296
H -0.192 -2.539 3.706
C -2.606 0.595 -3.233
C -1.897 0.324 -1.954
O -2.060 1.108 -1.026
O -1.043 -0.669 -1.804
H -2.111 0.437 -4.191
H -2.941 1.630 -3.309
H -3.462 -0.077 -3.288
C 1.075 3.384 2.287
C 0.067 2.233 2.534
O 0.008 1.653 3.636
O -0.631 1.698 1.598
H 1.508 3.244 1.297
H 1.907 3.408 2.990
H 0.617 4.370 2.364
C 2.760 2.738 -1.403
C 2.314 1.308 -1.190
O 3.021 0.445 -1.637
O 1.406 1.024 -0.501
H 2.487 3.160 -2.371
H 3.832 2.853 -1.245
H 2.210 3.380 -0.716

***

Entry 3:
Molecular formula: C30H19Cl64NO7
Method: DFT, wB97M-V/def2-TZVPD

## Properties
- Highest occupied orbital energy: -10.49 eV

Cartesian coordinates (Å):
C 5.881 -4.445 2.335
C 4.374 -4.515 1.988
O 3.614 -4.249 2.850
O 3.866 -4.893 0.774
C 4.015 -3.842 -0.182
C 2.629 -3.373 -0.778
C 2.213 -2.068 -0.016
C 0.736 -1.606 -0.274
C 0.072 -0.848 0.930
C 0.968 0.024 1.871
C 2.018 0.963 1.150
C 3.328 0.784 1.978
O 4.347 0.406 1.540
O 3.141 1.072 3.324
C -0.421 -1.981 1.950
C -1.981 -2.140 1.818
O -2.516 -2.589 3.083
C -1.720 -3.552 3.604
N -0.862 -3.998 4.182
C -2.269 -0.634 1.419
O -3.177 0.018 1.740
O -1.206 -0.229 0.629
H 5.966 -4.815 3.383
H 6.516 -5.112 1.722
H 6.302 -3.420 2.336
H 4.689 -4.107 -1.031
H 4.471 -2.947 0.312
H 2.764 -3.127 -1.860
H 1.853 -4.168 -0.707
H 2.874 -1.239 -0.366
H 2.425 -2.222 1.065
H 0.078 -2.437 -0.621
H 0.781 -0.865 -1.111
H 0.303 0.658 2.489
H 1.561 -0.693 2.486
H 2.159 0.705 0.078
H 1.663 2.012 1.188
H 3.195 0.252 3.829
H 0.208 -2.884 1.847
H -0.348 -1.418 2.915
H -2.370 -2.804 1.022
C -1.188 2.515 -1.832
Cl -2.583 1.700 -1.112
Cl -0.337 3.443 -0.583
Cl -0.087 1.311 -2.528
Cl -1.736 3.612 -3.109
C 4.607 4.122 5.484
Cl 5.073 3.312 3.983
Cl 2.898 4.582 5.349
Cl 4.844 3.023 6.854
Cl 5.586 5.581 5.718
C -1.309 5.288 4.156
Cl -1.183 5.545 2.408
Cl 0.326 5.161 4.837
Cl -2.153 6.659 4.896
Cl -2.219 3.804 4.457
C -3.337 -1.901 -5.086
Cl -2.343 -2.952 -6.108
Cl -4.053 -2.855 -3.776
Cl -2.327 -0.612 -4.404
Cl -4.618 -1.171 -6.057
C -0.128 4.197 -7.183
Cl 0.132 3.371 -8.729
Cl -1.847 4.589 -7.005
Cl 0.376 3.140 -5.855
Cl 0.825 5.690 -7.145
C -6.374 3.173 3.701
Cl -5.699 2.554 2.181
Cl -8.082 3.605 3.468
Cl -6.254 1.938 4.967
Cl -5.453 4.608 4.173
C 9.609 -4.673 3.419
Cl 8.610 -5.525 4.610
Cl 11.316 -5.034 3.717
Cl 9.168 -5.207 1.786
Cl 9.339 -2.928 3.562
C -8.268 -2.969 -4.485
Cl -7.678 -3.295 -6.124
Cl -7.604 -4.173 -3.366
Cl -7.754 -1.351 -3.979
Cl -10.037 -3.059 -4.468
C -1.252 1.235 7.671
Cl -2.981 1.103 7.300
Cl -0.391 -0.143 6.968
Cl -0.628 2.749 6.994
Cl -1.020 1.242 9.428
C -8.154 1.354 -0.722
Cl -8.358 2.127 0.860
Cl -6.530 1.699 -1.346
Cl -8.350 -0.399 -0.591
Cl -9.367 2.005 -1.840
C -1.160 3.644 -12.967
Cl -1.744 4.730 -11.695
Cl -0.352 2.248 -12.229
Cl -2.530 3.084 -13.940
Cl -0.013 4.509 -14.003
C 1.205 -1.409 -10.519
Cl 0.854 -1.264 -12.250
Cl 2.960 -1.437 -10.274
Cl 0.513 -0.025 -9.655
Cl 0.497 -2.909 -9.893
C 3.202 8.088 8.059
Cl 4.078 9.298 7.105
Cl 1.997 8.898 9.077
Cl 2.391 6.952 6.967
Cl 4.344 7.205 9.085
C 0.757 -4.172 7.680
Cl 0.792 -5.769 8.448
Cl 1.635 -3.010 8.693
Cl 1.524 -4.266 6.092
Cl -0.923 -3.642 7.496
C 2.606 0.136 -15.503
Cl 3.193 1.340 -16.663
Cl 1.600 0.931 -14.281
Cl 1.645 -1.086 -16.354
Cl 3.987 -0.645 -14.712
C -5.244 -2.579 7.161
Cl -6.488 -3.505 8.017
Cl -5.031 -3.239 5.532
Cl -5.744 -0.882 7.059
Cl -3.720 -2.686 8.061

***

Entry 4:
Molecular formula: C22H20F5N3ORh
Method: DFT, wB97M-V/def2-TZVPD

## Properties
- Charge: +1
- Highest occupied orbital energy: -11.31 eV

Cartesian coordinates (Å):
Rh -0.282 -0.871 -1.196
C 2.226 -2.283 -1.140
N 1.818 -0.848 -1.107
C 2.544 -0.131 -2.176
C 2.048 -0.298 0.228
C 3.211 0.366 0.566
C 3.330 0.944 1.822
C 2.274 0.871 2.715
C 1.110 0.195 2.387
C 0.995 -0.436 1.149
N -0.132 -1.131 0.657
C -1.365 -1.224 1.339
C -1.504 -1.409 2.713
C -2.769 -1.440 3.279
C -3.901 -1.297 2.495
C -3.776 -1.202 1.116
C -2.519 -1.201 0.546
N -2.304 -1.315 -0.897
C -2.273 -2.765 -1.265
C -3.267 -0.563 -1.726
H 3.303 -2.359 -0.984
H 1.974 -2.706 -2.112
H 1.711 -2.830 -0.352
H 3.609 -0.365 -2.143
H 2.406 0.937 -2.056
H 2.149 -0.447 -3.140
H 4.017 0.464 -0.148
H 4.234 1.473 2.088
H 2.344 1.364 3.674
H 0.285 0.209 3.079
H -0.637 -1.561 3.336
H -2.864 -1.576 4.348
H -4.883 -1.297 2.947
H -4.662 -1.155 0.499
H -3.208 -3.106 -1.713
H -2.034 -3.366 -0.391
H -1.507 -2.937 -2.026
H -4.272 -0.967 -1.610
H -2.969 -0.658 -2.769
H -3.236 0.485 -1.444
F 2.178 5.127 0.084
C 1.469 4.109 -0.387
C 1.548 3.767 -1.728
F 2.336 4.461 -2.542
C 0.824 2.693 -2.215
F 0.930 2.367 -3.505
C -0.004 1.937 -1.384
O -0.713 0.905 -1.843
C -0.092 2.330 -0.045
F -0.904 1.645 0.771
C 0.644 3.384 0.459
F 0.556 3.707 1.745

***

Entry 5:
Molecular formula: C3H24O9
Method: DFT, wB97M-V/def2-TZVPD

## Properties
- SMILES: CO.CO.CO.O.O.O.O.O.O
- Highest occupied orbital energy: -10.37 eV

Cartesian coordinates (Å):
O -3.310 1.176 -1.481
H -2.444 1.556 -1.630
H -3.265 0.311 -1.889
O 1.531 0.883 -3.211
H 0.831 1.501 -3.421
H 1.091 0.169 -2.750
O 0.792 -3.023 1.787
H 0.518 -2.128 1.987
H 0.469 -3.543 2.524
O -0.814 -0.811 2.827
H -0.749 -0.102 3.467
H -1.510 -0.534 2.232
O 1.141 -1.808 -2.332
H 0.982 -2.446 -3.028
H 1.322 -2.339 -1.556
O -0.993 2.356 -2.300
H -0.510 3.092 -1.923
H -0.710 1.597 -1.791
C -3.786 0.055 2.112
O -2.983 0.999 1.405
H -3.948 0.238 3.175
H -4.690 -0.229 1.573
H -3.208 -0.864 2.020
H -2.894 0.723 0.490
C 0.317 0.357 0.079
O -0.390 -0.034 -1.115
H 0.756 1.344 -0.067
H -0.377 0.546 0.898
H 1.012 -0.465 0.249
H 0.111 -0.757 -1.498
C 4.245 0.110 0.286
O 4.805 1.353 0.816
H 4.179 -0.624 1.090
H 3.259 0.159 -0.177
H 4.840 -0.344 -0.506
H 4.379 1.525 1.659

***

Entry 6:
Molecular formula: C36H37N3O6
Method: DFT, wB97M-V/def2-TZVPD

## Properties
- Highest occupied orbital energy: -6.28 eV

Cartesian coordinates (Å):
C -6.845 -2.466 -3.731
O -6.087 -1.223 -3.696
C -4.728 -1.320 -3.733
C -3.976 -0.128 -3.590
C -2.603 -0.181 -3.443
C -1.876 -1.414 -3.542
C -0.457 -1.494 -3.280
C 0.222 -2.760 -3.605
O -0.313 -3.833 -3.869
O 1.594 -2.765 -3.696
C 2.299 -1.639 -3.141
C 2.302 -1.675 -1.627
C 3.702 -1.723 -3.743
O 1.714 -0.428 -3.637
C 0.352 -0.292 -3.532
O -0.096 0.829 -3.714
C -2.665 -2.589 -3.744
C -4.042 -2.543 -3.896
H -7.883 -2.155 -3.612
H -6.702 -2.985 -4.689
H -6.541 -3.124 -2.902
H -4.506 0.819 -3.609
H -2.060 0.742 -3.281
H 1.297 -1.635 -1.202
H 2.790 -2.601 -1.306
H 2.881 -0.822 -1.256
H 3.618 -1.735 -4.833
H 4.296 -0.865 -3.430
H 4.175 -2.649 -3.411
H -2.165 -3.550 -3.746
H -4.577 -3.460 -4.147
C 2.034 1.933 5.740
N 1.670 1.997 4.339
C 2.092 3.039 3.568
O 2.771 3.986 3.969
C 1.573 2.808 2.154
C 2.708 2.671 1.132
C 3.550 3.916 1.019
C 4.924 3.828 1.268
C 5.703 4.983 1.245
C 5.110 6.218 0.960
C 3.741 6.295 0.657
C 2.958 5.136 0.692
N 0.793 1.581 2.282
C 0.262 1.003 1.181
C -0.487 -0.169 1.199
C -1.042 -0.865 0.110
C -2.015 -1.916 0.352
C -2.981 -2.312 -0.610
C -3.870 -3.357 -0.391
C -3.887 -4.020 0.845
C -4.743 -5.156 1.070
N -5.447 -6.069 1.279
C -3.034 -3.568 1.859
C -2.099 -2.569 1.613
C 0.817 1.021 3.665
C 1.469 -0.367 3.735
C -0.575 1.027 4.314
H 2.705 2.769 5.964
H 1.150 2.006 6.388
H 2.553 0.993 5.965
H 0.910 3.649 1.889
H 3.334 1.815 1.439
H 2.253 2.427 0.159
H 5.351 2.850 1.498
H 6.773 4.909 1.467
H 5.716 7.127 0.975
H 3.280 7.252 0.409
H 1.886 5.175 0.473
H 0.388 1.557 0.241
H -0.707 -0.569 2.185
H -0.783 -0.585 -0.907
H -3.033 -1.768 -1.550
H -4.568 -3.670 -1.172
H -3.101 -4.028 2.845
H -1.401 -2.308 2.409
H 2.503 -0.309 3.372
H 1.472 -0.717 4.774
H 0.932 -1.098 3.129
H -0.909 2.067 4.433
H -1.308 0.490 3.707
H -0.515 0.555 5.303

***

Entry 7:
Molecular formula: C3H3NO
Method: DFT, wB97M-V/def2-TZVPD

## Properties
- Highest occupied orbital energy (alpha / beta): -9.62 / -9.62 eV

Cartesian coordinates (Å):
C -0.527 -2.475 2.188
C -0.311 0.447 -0.380
C 0.395 -0.480 0.070
N -0.643 -2.899 3.288
O -0.573 -2.141 0.978
H -0.074 1.245 -1.024
H -1.381 0.415 -0.223
H 1.501 -0.850 0.106

***

Entry 8:
Molecular formula: C2H5BrS
Method: DFT, wB97M-V/def2-TZVPD

## Properties
- Highest occupied orbital energy: -9.27 eV

Cartesian coordinates (Å):
C 0.890 -0.035 -0.439
C -0.307 -0.414 0.425
S -1.994 -0.138 -0.267
Br -0.211 0.623 2.064
H 0.963 1.060 -0.750
H 1.916 0.014 0.059
H 0.937 -0.711 -1.423
H -0.261 -1.601 0.760
H -1.932 1.203 -0.429